Entry from the OMol25 dataset: C20H16AuF6N2O3S3Sb as an isolated structure (ωB97M-V/def2-TZVPD).

**E_LUMO (spin up / spin down)**: -0.217 / -0.218 hartree
**Energy relative to the best compared isomer or geometry (same formula, charge and spin)**: 11.3 kcal per mole
**Kohn-Sham gap (spin up / spin down)**: 5.329 / 5.600 eV
**Highest occupied orbital energy (spin up / spin down)**: -0.41314 / -0.42336 Ha
**Multiplicity**: 2
**Charge**: +1

Last column: Löwdin charge in e.
Positions of all 52 atoms, in Å:
Au1 0.264 -0.598 -1.183  0.82
O1 1.808 -4.739 1.513  0.13
C1 3.076 -4.370 1.687  -0.23
C2 3.893 -5.246 2.403  0.01
C3 5.210 -4.927 2.622  -0.03
C4 5.770 -3.729 2.143  -0.07
C5 4.985 -2.864 1.439  -0.02
C6 3.615 -3.160 1.187  -0.08
C7 2.767 -2.291 0.433  -0.31
O2 1.587 -2.449 0.192  0.03
N1 3.477 -1.066 -0.109  0.14
N2 2.705 -0.405 -0.801  -0.11
C8 3.336 0.644 -1.546  -0.87
S1 4.986 0.710 -1.805  1.10
C9 4.875 2.281 -2.716  -0.44
C10 3.560 2.278 -3.469  -0.42
S2 2.286 1.652 -2.341  1.09
H1 1.342 -4.059 0.994  0.09
H2 3.460 -6.166 2.771  0.13
H3 5.828 -5.618 3.180  0.12
H4 6.809 -3.501 2.331  0.11
H5 5.400 -1.941 1.066  0.10
H6 5.728 2.347 -3.389  0.10
H7 4.927 3.086 -1.983  0.10
H8 3.567 1.600 -4.325  0.11
H9 3.270 3.272 -3.801  0.10
F1 1.477 -1.621 -2.879  -0.45
Sb1 0.300 -1.762 -4.459  1.36
F2 0.517 -3.612 -4.383  -0.33
F3 1.795 -1.574 -5.567  -0.35
F4 -0.927 -1.790 -5.861  -0.33
F5 0.222 0.121 -4.279  -0.40
F6 -1.059 -1.873 -3.152  -0.40
C11 -8.890 4.008 1.942  -0.05
C12 -7.868 3.117 2.588  -0.64
O3 -7.994 1.963 2.832  0.08
S3 -6.302 4.054 3.026  1.07
C13 -5.044 3.086 2.347  -0.50
C14 -3.823 3.762 2.081  -0.09
C15 -2.778 3.106 1.510  0.00
C16 -2.887 1.724 1.171  -0.22
C17 -4.095 1.041 1.511  0.02
C18 -5.140 1.699 2.088  -0.04
C19 -1.880 1.060 0.511  -0.07
C20 -1.000 0.469 -0.139  -0.10
H10 -9.832 3.476 1.855  0.10
H11 -8.519 4.298 0.958  0.10
H12 -9.010 4.921 2.527  0.09
H13 -3.744 4.814 2.324  0.11
H14 -1.855 3.624 1.289  0.13
H15 -4.157 -0.019 1.306  0.13
H16 -6.037 1.165 2.361  0.10